C31H54N3OOsP2 | the ωB97M-V functional and the def2-TZVPD basis

Summary:
**E_HOMO (spin up / spin down)**: -15.8984 / -18.0694 eV
**Spin multiplicity**: 5
**Energy above the lowest of the compared OMol25 structures with the same formula, charge and spin**: 0.000 eV
**Strongest force on any atom**: 7.6 eV Å⁻¹
**Total charge**: +3
**Gap between HOMO and LUMO (spin up / spin down)**: 6.11 / 6.56 eV
**Total energy**: -60553.914 eV

Geometry (Å):
C: -2.17 0.97 -2.09
C: -2.60 -1.23 -1.24
C: -3.37 0.99 -2.79
C: -3.86 -1.20 -1.92
C: -4.23 -0.12 -2.68
H: -3.63 1.87 -3.39
H: -4.52 -2.08 -1.82
H: -5.20 -0.12 -3.20
N: -1.78 -0.09 -1.32
P: -0.37 2.38 -0.49
P: -0.44 -2.43 -0.05
C: -1.21 2.14 -2.15
H: -0.40 1.89 -2.86
H: -1.72 3.04 -2.54
C: -2.15 -2.37 -0.53
H: -2.78 -3.26 -0.56
C: 0.45 -3.42 -1.46
C: -0.34 -3.50 1.54
C: 1.15 3.55 -0.84
C: -1.71 3.33 0.51
C: 1.98 -3.24 -1.35
H: 2.39 -3.80 -0.50
H: 2.46 -3.62 -2.27
H: 2.25 -2.18 -1.21
C: 0.11 -4.92 -1.51
H: 0.54 -5.48 -0.66
H: -0.98 -5.09 -1.53
H: 0.53 -5.35 -2.43
C: -0.08 -2.80 -2.77
H: 0.52 -3.18 -3.62
H: -1.13 -3.08 -2.94
H: -0.03 -1.70 -2.77
C: 1.11 -3.96 1.79
H: 1.81 -3.11 1.76
H: 1.17 -4.42 2.79
H: 1.45 -4.72 1.06
C: -0.77 -2.64 2.74
H: -0.06 -1.81 2.92
H: -1.78 -2.22 2.60
H: -0.78 -3.27 3.64
C: -1.30 -4.70 1.48
H: -1.08 -5.39 0.66
H: -1.22 -5.26 2.43
H: -2.34 -4.36 1.38
C: -1.18 3.51 1.95
H: -1.96 4.01 2.56
H: -0.95 2.55 2.43
H: -0.28 4.14 1.98
C: -2.99 2.45 0.51
H: -3.51 2.52 -0.45
H: -2.79 1.39 0.72
H: -3.66 2.83 1.30
C: -2.13 4.69 -0.08
H: -3.09 4.98 0.38
H: -1.41 5.49 0.13
H: -2.29 4.64 -1.17
C: 1.51 3.51 -2.33
H: 0.73 3.98 -2.96
H: 2.45 4.06 -2.49
H: 1.66 2.48 -2.68
C: 2.32 2.97 -0.01
H: 2.56 1.94 -0.33
H: 3.21 3.60 -0.15
H: 2.08 2.93 1.06
C: 0.98 5.03 -0.46
H: 0.23 5.54 -1.10
H: 0.70 5.18 0.59
H: 1.95 5.54 -0.63
Os: 0.00 0.00 -0.04
C: -1.17 0.15 1.50
O: -1.76 0.30 2.66
N: 1.23 0.01 -1.72
C: 1.95 -0.01 -2.65
C: 2.86 -0.03 -3.82
C: 2.35 -1.06 -4.84
C: 2.85 1.39 -4.45
C: 4.28 -0.41 -3.35
H: 2.35 -2.08 -4.42
H: 1.33 -0.83 -5.18
H: 3.02 -1.05 -5.72
H: 3.22 2.15 -3.75
H: 3.51 1.39 -5.34
H: 1.83 1.67 -4.77
H: 4.95 -0.44 -4.22
H: 4.68 0.31 -2.62
H: 4.28 -1.41 -2.88
C: 0.00 0.00 4.76
C: 0.01 0.00 3.33
N: 0.20 -0.02 2.02
H: 0.93 -0.47 5.15
H: -0.87 -0.57 5.15
H: -0.06 1.04 5.15

Results of the Mulliken charge analysis, in e, for atoms 1 through 5: C -0.04; C 0.57; C -0.77; C -1.00; C -0.91

=====

C31H55BrNP3Zr | the ωB97M-V functional and the def2-TZVPD basis

Summary:
**E_HOMO**: -17.6123 eV
**Strongest force on any atom**: 3.4 eV Å⁻¹
**Total charge**: +4
**Gap between HOMO and LUMO**: 5.05 eV
**Total energy**: -133675.234 eV

Geometry (Å):
N: 4.06 0.29 8.09
C: 2.77 0.61 7.98
C: 2.10 0.62 6.75
C: 2.80 0.19 5.61
C: 4.17 -0.07 5.72
C: 4.75 -0.04 7.00
C: 2.04 -0.16 4.37
Zr: 1.18 0.46 2.49
P: -0.45 -3.32 -2.92
C: 2.59 -0.99 3.33
C: 1.71 -1.80 2.47
C: 2.18 -2.62 1.40
C: 1.30 -3.06 0.42
C: -0.07 -2.77 0.50
C: -0.60 -2.22 1.65
C: 0.27 -1.64 2.64
Br: -1.11 -2.14 -1.12
H: 0.93 -0.16 4.57
H: 3.67 -1.12 3.23
H: 1.05 0.90 6.71
H: 4.78 -0.34 4.86
H: 2.24 0.87 8.90
H: 5.80 -0.30 7.12
H: 3.25 -2.84 1.38
H: -0.13 -1.54 3.66
H: 1.70 -3.66 -0.40
H: -1.66 -2.22 1.85
P: 2.53 1.04 0.38
C: -1.70 -4.61 -2.71
C: -1.37 -6.02 -3.20
H: -2.64 -4.25 -3.16
H: -1.89 -4.65 -1.63
H: -1.96 -6.73 -2.62
H: -1.63 -6.16 -4.25
H: -0.31 -6.26 -3.06
C: 1.28 -3.76 -2.76
C: 2.00 -4.07 -4.08
H: 1.35 -4.63 -2.08
H: 1.78 -2.91 -2.26
H: 3.06 -4.27 -3.86
H: 1.59 -4.95 -4.58
H: 1.95 -3.22 -4.76
C: -0.73 -2.20 -4.29
C: -1.94 -2.48 -5.20
H: 0.19 -2.17 -4.89
H: -0.84 -1.21 -3.84
H: -2.22 -1.55 -5.70
H: -1.70 -3.21 -5.98
H: -2.81 -2.84 -4.65
C: 1.79 2.18 -0.85
C: 2.79 2.78 -1.84
H: 1.26 2.97 -0.29
H: 1.02 1.60 -1.37
H: 3.37 3.60 -1.38
H: 3.48 2.05 -2.25
H: 2.23 3.21 -2.68
C: 3.22 -0.25 -0.71
C: 4.60 -0.74 -0.31
H: 3.21 0.14 -1.74
H: 2.50 -1.08 -0.68
H: 5.33 0.08 -0.22
H: 4.57 -1.29 0.65
H: 4.97 -1.43 -1.08
C: 3.95 2.02 1.03
C: 3.58 3.35 1.68
H: 4.65 2.17 0.19
H: 4.47 1.37 1.76
H: 4.47 3.78 2.15
H: 3.21 4.09 0.96
H: 2.82 3.25 2.48
C: -1.36 3.47 3.77
C: -2.18 2.29 3.25
P: -1.36 1.34 1.91
C: -2.65 0.10 1.48
C: -4.04 0.59 1.06
C: -1.39 2.49 0.48
C: -2.58 3.44 0.32
H: -0.40 3.14 4.21
H: -1.92 3.98 4.56
H: -1.14 4.21 3.00
H: -2.37 1.57 4.06
H: -3.16 2.63 2.88
H: -2.22 -0.51 0.68
H: -2.74 -0.54 2.37
H: -4.06 0.93 0.02
H: -4.74 -0.26 1.12
H: -4.43 1.38 1.71
H: -0.46 3.08 0.56
H: -1.28 1.86 -0.42
H: -2.66 4.15 1.15
H: -2.42 4.03 -0.59
H: -3.53 2.92 0.21

Results of the Mulliken charge analysis, in e, for atoms 1 through 5: N -0.47; C -0.47; C -0.46; C 0.57; C -0.43

=====

C31H55Cl2FIN4O6S | the ωB97M-V functional and the def2-TZVPD basis

Summary:
**E_HOMO**: -11.3711 eV
**Energy above the lowest of the compared OMol25 structures with the same formula, charge and spin**: 2.634 eV
**Strongest force on any atom**: 3.2 eV Å⁻¹
**Total charge**: +1
**Gap between HOMO and LUMO**: 8.41 eV
**Total energy**: -97970.529 eV

Geometry (Å):
C: -6.43 -2.66 -1.17
C: -4.89 -2.88 -1.49
N: -4.27 -1.58 -1.53
C: -2.88 -1.39 -1.87
C: -2.64 -1.67 -3.43
C: -3.79 -1.61 -4.27
C: -3.68 -1.89 -5.69
C: -2.34 -2.17 -6.07
C: -1.30 -2.16 -5.11
N: -1.37 -1.94 -3.79
N: -2.75 0.14 -1.84
O: -3.37 0.76 -0.78
C: -1.42 0.68 -2.22
C: -1.49 2.22 -2.03
Cl: -1.14 3.00 -0.46
C: -1.87 3.04 -3.04
C: -2.26 2.54 -4.45
Cl: -1.94 4.80 -2.76
C: -0.24 0.01 -1.47
F: 0.87 0.10 -2.35
C: -0.36 -1.48 -1.01
O: 0.41 -1.54 0.18
C: 1.81 -1.72 -0.01
C: 2.65 -0.75 0.89
N: 2.18 0.65 0.85
C: 3.09 1.50 1.67
C: 3.47 2.84 0.96
C: 2.22 3.62 0.41
O: 4.12 3.71 1.92
C: -1.83 -2.11 -0.90
C: -2.25 -1.68 0.60
C: -1.88 -2.63 1.78
C: -2.30 -1.88 3.12
C: -3.21 -2.78 4.03
C: -1.08 -1.25 3.89
C: -1.87 -3.68 -0.93
I: 0.01 -4.69 -0.33
C: -2.12 -4.42 -2.30
C: -2.18 -6.00 -2.09
H: -6.56 -1.97 -0.30
H: -6.86 -3.64 -0.90
H: -6.96 -2.22 -2.05
H: -4.55 -3.61 -0.73
H: -4.91 -3.39 -2.49
H: -4.92 -0.90 -1.91
H: -4.81 -1.35 -3.93
H: -4.56 -1.87 -6.36
H: -2.11 -2.41 -7.12
H: -0.27 -2.35 -5.49
H: -3.36 0.41 -2.63
H: -2.76 0.93 -0.03
H: -1.18 0.59 -3.31
H: -2.59 3.43 -5.03
H: -3.03 1.75 -4.41
H: -1.32 2.21 -4.96
H: 0.05 0.65 -0.60
H: 0.17 -2.10 -1.77
H: 2.16 -1.69 -1.07
H: 2.06 -2.75 0.37
H: 2.55 -1.10 1.95
H: 3.74 -0.82 0.62
H: 2.28 0.98 -0.11
H: 4.04 0.95 1.84
H: 2.64 1.71 2.67
H: 4.17 2.69 0.11
H: 1.50 3.88 1.22
H: 1.75 3.00 -0.38
H: 2.57 4.56 -0.08
H: 3.55 4.49 1.98
H: -1.80 -0.69 0.87
H: -3.35 -1.51 0.71
H: -0.80 -2.85 1.90
H: -2.42 -3.60 1.81
H: -2.95 -1.02 2.82
H: -3.36 -2.28 5.01
H: -2.79 -3.80 4.18
H: -4.24 -2.86 3.59
H: -0.19 -1.90 3.72
H: -0.86 -0.26 3.43
H: -1.29 -1.17 4.98
H: -2.61 -4.14 -0.25
H: -3.04 -4.16 -2.85
H: -1.21 -4.27 -2.93
H: -2.49 -6.28 -1.06
H: -1.26 -6.51 -2.44
H: -3.00 -6.38 -2.76
O: 9.33 6.47 4.16
S: 8.35 5.98 5.08
O: 8.60 4.84 5.91
O: 6.97 5.75 4.29
C: 6.98 4.88 3.14
C: 7.10 3.42 3.55
C: 7.81 7.30 6.11
H: 7.78 5.16 2.46
H: 6.04 5.03 2.62
H: 8.06 3.22 4.02
H: 7.01 2.77 2.67
H: 6.32 3.16 4.26
H: 7.58 8.17 5.49
H: 8.62 7.53 6.80
H: 6.93 6.98 6.67

Results of the Mulliken charge analysis, in e, for atoms 1 through 5: C -1.48; C 0.17; N -0.28; C 0.70; C -0.01